{
  "formula": "C62H164N12O20",
  "method": "the ωB97M-V functional and the def2-TZVPD basis",
  "elements": ["H", "H", "H", "H", "H", "C", "H", "H", "H", "N", "C", "H", "H", "H", "H", "C", "H", "H", "H", "H", "C", "H", "H", "H", "H", "H", "N", "H", "H", "C", "H", "H", "C", "H", "C", "N", "H", "H", "H", "O", "H", "O", "C", "C", "H", "H", "N", "C", "C", "H", "H", "C", "C", "H", "C", "O", "H", "H", "O", "H", "C", "N", "H", "H", "C", "H", "C", "C", "H", "H", "H", "C", "H", "N", "H", "H", "H", "H", "C", "H", "C", "H", "C", "H", "H", "H", "H", "C", "H", "O", "H", "H", "H", "C", "H", "C", "C", "C", "C", "O", "H", "H", "H", "C", "H", "C", "H", "C", "H", "H", "H", "C", "H", "H", "H", "H", "H", "H", "H", "O", "H", "C", "H", "C", "H", "H", "H", "H", "O", "H", "O", "H", "C", "C", "H", "H", "C", "H", "H", "H", "H", "H", "H", "C", "H", "H", "O", "O", "C", "H", "H", "O", "N", "H", "H", "C", "H", "H", "H", "H", "H", "H", "H", "C", "H", "C", "H", "H", "H", "C", "H", "C", "H", "C", "H", "H", "H", "H", "C", "H", "H", "O", "H", "H", "H", "C", "H", "H", "C", "H", "H", "O", "O", "H", "C", "C", "O", "H", "H", "O", "H", "H", "H", "H", "H", "N", "N", "H", "H", "N", "H", "O", "H", "H", "H", "H", "H", "H", "C", "H", "H", "H", "C", "H", "H", "H", "H", "C", "C", "C", "C", "H", "C", "H", "H", "H", "H", "H", "C", "O", "O", "H", "H", "C", "C", "H", "H", "C", "N", "H", "C", "H", "H", "H", "N", "H", "H", "H"],
  "coordinates": [[3.4159, -9.5995, 0.6696], [-9.8100, 3.8584, -1.6754], [-1.9393, 1.8233, 1.6484], [-2.5672, 3.1962, 0.5305], [2.7370, -6.4754, -2.3541], [-4.3562, -3.3471, 2.5554], [-1.5290, 4.1492, 4.8147], [4.5388, -0.7926, 4.2249], [0.6382, -3.0835, 3.3457], [4.0731, -5.6845, -0.7561], [9.5572, 4.2133, 4.5800], [3.5538, 2.2760, 4.5704], [-6.5774, 1.7330, -3.3288], [4.6826, 5.4501, -4.4182], [7.5886, 3.3828, -2.3347], [8.0716, 6.5877, -10.2588], [-4.4949, -0.8942, 3.8770], [-5.9697, -7.3201, 1.1796], [8.6389, 7.1523, -9.5188], [0.5892, -6.2621, -5.8171], [6.4482, 4.6166, -5.6106], [2.1307, -1.3026, 4.1925], [6.2832, 1.4374, -0.3852], [10.0818, 4.4961, 3.6674], [-5.0072, 3.6901, -2.2743], [-2.4386, -1.5110, -5.3408], [-2.6679, -3.7879, -2.3250], [-0.4250, 5.6094, 7.5772], [-0.8913, 0.3629, 4.2244], [7.5090, 4.3674, 1.9053], [-5.0029, -0.2925, 5.3557], [1.5255, 3.0242, 6.4915], [-0.5136, 4.6095, 7.1523], [-0.1105, -1.2442, 1.2997], [-9.6906, 2.3359, 3.8865], [-7.2971, -0.9700, -3.0838], [1.0649, -3.2458, -3.4165], [-2.6948, 1.2712, -1.1871], [7.2676, 4.8801, -4.9419], [7.2514, 5.7603, -9.4773], [2.5582, 1.0189, 5.1506], [-0.7804, -1.4362, -3.9859], [7.8766, 5.3232, 3.0752], [0.2840, -6.8028, -4.9212], [-1.3281, -8.4030, 1.8399], [-0.5075, -7.4977, -5.2014], [-5.4213, -5.5087, 1.7166], [5.5450, 5.5307, -7.7725], [-2.6424, -1.2204, -0.3652], [5.1609, -0.5433, 2.6009], [-7.0228, 3.3767, -0.0778], [1.1503, -2.4628, 2.6104], [2.4136, -2.0319, 3.4335], [1.1597, 2.1531, -2.0511], [-4.9642, 4.3015, -1.3729], [0.0273, -6.0504, -3.7236], [6.9043, 1.5480, 1.9853], [-8.6570, 4.2212, 1.8574], [-7.5078, -0.8705, -0.1380], [1.6628, -8.1467, -0.9236], [4.5953, -1.2317, 3.2289], [-9.7439, 4.0398, -0.6841], [-7.3127, -0.7796, 4.7860], [4.5697, 5.9093, -7.4664], [2.0520, 4.3183, 2.2732], [-5.0203, 1.6092, -2.4278], [-7.2511, 4.0924, -0.8675], [1.4729, 1.9375, -1.0296], [5.3061, -2.0580, 3.2379], [7.2197, 4.8719, 0.9834], [-6.0790, -4.4041, 3.1478], [-1.2001, -5.2440, -3.7295], [-3.8847, 1.1395, -0.0639], [2.8330, -0.4221, -3.4291], [0.0481, 2.3358, 5.9481], [-4.9083, -5.3176, 0.8678], [-1.7936, -1.8977, -0.2708], [-2.1627, -9.3348, 0.6353], [-7.0344, 0.2215, -0.9194], [-4.1007, 4.9432, -1.5483], [6.1472, 6.4299, -8.9077], [-2.3724, -2.9674, -2.8345], [-1.9057, -8.3145, 0.9198], [-8.6223, 5.7886, -0.9518], [-2.5331, -5.2798, 3.1820], [1.9644, -4.1852, 1.6464], [-1.3715, -0.7589, 5.5346], [-2.7958, 1.1294, -0.1110], [2.6019, 1.3094, 3.4910], [-2.1418, -0.0701, 0.2668], [0.3966, 1.0105, 0.7408], [2.8719, 0.4715, -3.8981], [-0.6921, 5.6230, -1.6703], [0.1704, 4.5172, 5.7358], [1.8981, -2.6476, -2.2444], [5.2824, -3.5454, -0.2671], [-8.5246, 0.3139, 3.4289], [-4.8862, 0.0222, 4.3187], [-5.7528, 1.0818, -3.0389], [6.6619, -3.8977, -0.4264], [-1.5147, -5.2286, -0.1350], [-3.3305, -1.6325, 0.3729], [7.3286, 5.6601, -7.0644], [7.4344, -3.2241, 0.5642], [-1.3876, -4.1361, 3.9176], [0.2162, 1.5009, -0.2158], [-7.8713, 5.7619, 1.4352], [1.5053, -3.2792, 1.2508], [-1.2053, -0.4856, -5.7701], [-3.5761, -7.3922, 2.9559], [2.2441, -0.4756, 0.1798], [-5.0719, -4.6683, 2.8252], [-8.0698, -0.3546, -3.2941], [5.0561, -3.5437, 0.7992], [2.7420, 3.4907, 2.1085], [-6.5210, 0.8533, -0.1946], [1.8478, -0.8981, -4.9535], [1.0826, -7.5198, -4.7310], [-4.9818, -2.4587, 2.6431], [-2.7044, 0.7963, 5.1992], [-3.5430, 1.3018, 3.2488], [-1.4505, -4.6207, -2.3020], [-0.2564, 0.8006, -0.9045], [-3.7626, 1.0811, 4.2934], [8.5029, -3.2977, 0.3617], [2.8391, -3.0263, -3.5544], [-5.7513, -1.0463, 0.8375], [-1.1139, -4.4523, -4.4736], [3.5225, -8.5176, -0.9812], [-7.0326, -2.2910, 1.2550], [3.4167, -1.5367, 2.5007], [0.6038, -0.4397, 2.5407], [2.7775, -6.2395, -1.2907], [6.4582, 2.3827, 0.1285], [2.1723, 4.6301, 3.3107], [-7.6743, -1.7871, -2.6254], [8.1296, 2.7037, -1.6759], [8.0216, 1.7459, -2.1849], [-10.7091, 1.9874, 4.0577], [-0.0680, 3.9027, 7.8523], [-4.2520, 1.8955, 4.8276], [7.1722, -2.1661, 0.5768], [0.6566, -3.4994, 0.6033], [-1.3724, -5.5799, -1.1570], [7.1926, -3.5727, 1.5682], [0.0579, -0.5841, -2.4813], [-0.9274, 3.7854, -2.5051], [-3.0681, -3.3165, 3.2947], [-4.0652, -7.6707, 2.0225], [-4.5423, -5.2155, 3.6051], [-9.5350, 3.1867, 4.5498], [-3.1722, -7.5478, 0.9039], [-0.7668, 4.7978, 4.6784], [2.5755, -0.0859, -2.5122], [5.2601, -2.4816, -0.5035], [3.4648, -9.7959, -0.4015], [-1.6140, -4.1591, 2.0649], [4.4901, 4.0966, -5.5669], [-6.4663, 1.3889, 4.0612], [0.6813, 3.3727, 3.0890], [-7.3902, 3.5611, -1.8090], [-0.8676, 3.2750, -1.6942], [-9.6744, 2.6419, 2.8404], [-7.2563, -0.4527, 3.7477], [4.7472, -4.2809, -2.2523], [5.1273, 4.5293, -4.7957], [-7.1433, -1.2423, 3.0048], [-3.4270, -4.1698, -2.8711], [-7.9553, 0.7794, -1.0887], [2.5361, -7.6422, -0.5103], [2.5649, -10.3866, -0.5728], [2.5612, 1.8450, 4.4395], [-5.9319, -7.1057, 2.9166], [6.1598, 2.2562, 1.6215], [5.2851, 6.4705, -9.5734], [6.6789, 3.5926, -5.9045], [6.1677, 3.4058, 3.2943], [-1.5429, 4.2619, 7.0641], [-6.5178, -1.7309, 0.4743], [-4.6009, 3.6356, -0.5901], [9.1919, 2.9044, -1.8150], [-6.1855, 5.0299, -1.0030], [4.9192, -6.2290, -0.8438], [2.1813, 5.1710, 1.6067], [6.3515, 7.4349, -8.5385], [0.2486, -0.5816, -3.5545], [-0.2380, 4.7430, 3.8197], [9.4455, 3.1305, 4.5230], [-2.0328, -4.3193, 3.0584], [1.7931, 2.8601, -0.5454], [-9.3205, -0.3646, 3.7360], [2.5707, 1.0480, -1.1203], [0.8425, 3.7346, 2.2145], [-0.1253, 5.4771, -3.2571], [4.1086, 3.3567, -3.0486], [1.8904, -2.5394, -3.3290], [1.4313, 2.7439, 4.4905], [3.2854, 3.1148, -3.7209], [-3.0126, -1.0910, -1.3822], [7.8222, 2.6562, -0.2899], [-4.0162, -3.3574, 1.5199], [2.7035, 0.9905, 0.9007], [4.4342, -10.2530, -0.5999], [-1.9853, -5.9854, -3.8778], [-8.6596, 0.5754, 2.3793], [0.1990, -1.3208, 2.2581], [-0.7446, 2.6027, 0.0812], [3.4894, -3.7393, -1.3379], [-6.1806, -2.4354, -0.2860], [-6.1452, 0.4985, 3.7088], [1.9633, -5.5661, -1.0228], [-8.6454, 1.4924, 4.3724], [-1.2752, -8.0876, 0.0601], [5.4253, 4.5058, -8.1237], [-2.2994, 0.0547, -4.5690], [8.4155, 3.7981, 1.6995], [-0.2604, 3.2944, 0.6354], [-4.2428, -8.7368, 2.1639], [-8.5372, 4.8414, -0.4193], [0.8502, 4.7144, -2.0795], [-10.5277, 4.5807, -0.3477], [0.0000, 0.4725, -3.6776], [-1.7154, -0.1975, 4.6659], [9.9710, 4.4656, 5.5563], [2.4706, -7.4171, 0.5542], [3.9652, -0.0138, 0.1972], [-0.4207, -6.1044, -1.0725], [-6.2988, -0.2690, -2.2354], [-8.6234, 5.0337, 1.1316], [-0.1927, 4.9114, -2.3279], [1.7016, -1.1353, -3.8998], [2.7695, -2.8325, 4.0819], [-1.7315, -0.8231, -4.8772], [-5.5094, -0.9706, -1.9658], [5.1655, 1.8339, 1.7669], [3.7754, 4.1974, -2.4402], [8.7908, 6.0107, -10.8400], [7.0892, 6.0555, 3.2531], [0.8134, 3.0593, 5.6670], [5.3099, 3.5886, -3.7470], [8.2040, 4.6442, 4.3394], [-0.6243, -3.9144, -2.2197], [5.8376, 3.1782, -0.2839], [4.3982, -4.3295, -1.2208], [2.9469, 0.3480, 0.0545], [-5.3312, 0.8166, -4.0084], [-2.0322, -6.4362, -1.2969], [-2.0491, 2.2445, 0.6491], [6.4034, 5.6692, -6.6595], [2.1862, -2.6952, 0.6315], [-5.3755, -6.9153, 1.9988], [0.9479, 5.2300, 5.4610], [7.5314, 7.1679, -11.0069], [-2.2411, -1.0151, 4.1726], [6.2555, 3.5318, 2.2961], [4.0349, 2.5019, -2.3762], [-9.4929, 5.6097, 1.4484], [8.7704, 5.8830, 2.7998]],
  "lowdin_charge": [0.0785, 0.0624, 0.1058, 0.1152, 0.1040, -0.1458, 0.0747, 0.0890, 0.0924, -0.0409, -0.0862, 0.0922, 0.0576, 0.1279, 0.0696, -0.1132, 0.0826, 0.1163, 0.0909, 0.0825, -0.1758, 0.1025, 0.1166, 0.0795, 0.0635, 0.0828, 0.0643, 0.0740, 0.0621, -0.1422, 0.1177, 0.1206, -0.0369, 0.0360, -0.1286, 0.0261, 0.0519, 0.1122, 0.1098, -0.1919, 0.0835, -0.2073, -0.1809, -0.1120, 0.0866, 0.0774, -0.0699, -0.2324, -0.0878, 0.0674, 0.1151, -0.3149, -0.1675, 0.1135, -0.0759, -0.2149, 0.1132, 0.0512, -0.2275, 0.1077, -0.1158, 0.0126, 0.1192, 0.1149, -0.1742, 0.0310, -0.2033, -0.1816, 0.0811, 0.1125, 0.1119, -0.1393, 0.1061, 0.0481, 0.1219, 0.1085, 0.0774, 0.0771, -0.2025, 0.0854, -0.2173, 0.0387, -0.0673, 0.1319, 0.0606, 0.0753, 0.0790, -0.2093, 0.0738, -0.2231, 0.0949, 0.0672, 0.0789, -0.3919, 0.0573, -0.2152, -0.1555, -0.2005, -0.0290, -0.1874, 0.0649, 0.0708, 0.0974, -0.1146, 0.0874, -0.1555, 0.0744, -0.0255, 0.0834, 0.0999, 0.0696, -0.2158, 0.0651, 0.1088, 0.0717, 0.1012, 0.1372, 0.0774, 0.0800, -0.2095, 0.1076, -0.4115, 0.0933, -0.2254, 0.0885, 0.0762, 0.0796, 0.1183, -0.2113, 0.0785, -0.1979, 0.0389, -0.1365, -0.1878, 0.0812, 0.0624, -0.1047, 0.0818, 0.0819, 0.0651, 0.1179, 0.0719, 0.0523, -0.0649, 0.0791, 0.1016, -0.1275, -0.2423, -0.2244, 0.1120, 0.0898, -0.2027, 0.0524, 0.0305, 0.1103, -0.1138, 0.0746, 0.1099, 0.0953, 0.0352, 0.1072, 0.0091, 0.0635, -0.2059, 0.1211, -0.2147, 0.0848, 0.0721, 0.1186, -0.2138, 0.0847, -0.0506, 0.1277, -0.2287, 0.1130, 0.1167, 0.0875, 0.0751, -0.0886, 0.0643, 0.0843, -0.1636, 0.1074, 0.0985, 0.1244, -0.1793, 0.0459, 0.0782, -0.0442, 0.1136, 0.1172, -0.2388, -0.1527, 0.0767, -0.1279, -0.0479, -0.2283, 0.0810, 0.0833, -0.2249, 0.0959, 0.0745, 0.0940, 0.1188, 0.1161, 0.0737, -0.0645, 0.0738, 0.0863, -0.0535, 0.0885, -0.1970, 0.0607, 0.1211, 0.0793, 0.1030, 0.0793, 0.1181, -0.3824, 0.0644, 0.0646, 0.1212, -0.0460, 0.0832, 0.1153, 0.0860, 0.0569, -0.3252, -0.0636, -0.2177, -0.3900, 0.1212, -0.0926, 0.1048, 0.0917, 0.0868, 0.0853, 0.1130, -0.2125, -0.1878, -0.2315, 0.1097, 0.1196, -0.2025, -0.0714, 0.0583, 0.0720, -0.1479, -0.0765, 0.0436, -0.2217, 0.1306, 0.0889, 0.0626, -0.0454, 0.0671, 0.0671, 0.1060],
  "homo_lumo_gap_ev": 8.9119,
  "total_energy_ev": -125763.37452,
  "e_homo_ev": -8.48,
  "total_charge": 0
}